[1]
{"formula": "Cl4N3P3", "method": "ωB97M-V with the def2-TZVPD basis set", "symbols": ["N", "N", "N", "P", "P", "P", "Cl", "Cl", "Cl", "Cl"], "coordinates": [[0.23136, -0.31406, -1.89111], [-1.43467, -0.77774, 0.04752], [0.91990, 0.03234, 0.58037], [-0.96743, -1.21643, -1.52910], [1.03732, 0.96824, -0.90241], [-0.59321, -0.04685, 1.37372], [-2.91670, -1.45637, 0.68295], [2.11744, 0.47200, 1.77619], [2.89719, 0.51251, -1.34228], [-1.29120, 1.82636, 1.20416]], "mulliken_charge": [-0.180, 0.058, -0.133, 0.108, 0.370, 0.301, -0.085, -0.071, -0.183, -0.184], "e_homo_ev": -9.5, "lumo_ev": -0.56, "relative_energy_kj_mol": 182.1, "max_force_ev_per_a": 2.9}



[2]
{"formula": "C58H56FGeN2O3P3Rb", "method": "ωB97M-V with the def2-TZVPD basis set", "symbols": ["Rb", "F", "Ge", "C", "C", "C", "C", "C", "C", "P", "C", "C", "C", "C", "C", "C", "C", "C", "C", "C", "C", "C", "C", "C", "C", "C", "C", "C", "P", "C", "C", "C", "C", "C", "C", "C", "C", "C", "C", "C", "C", "C", "C", "C", "C", "C", "C", "P", "C", "C", "C", "C", "C", "C", "C", "C", "C", "C", "C", "C", "H", "H", "H", "H", "H", "H", "H", "H", "H", "H", "H", "H", "H", "H", "H", "H", "H", "H", "H", "H", "H", "H", "H", "H", "H", "H", "H", "H", "H", "H", "H", "H", "H", "H", "H", "H", "H", "H", "H", "H", "H", "H", "N", "C", "C", "C", "N", "H", "H", "H", "H", "H", "H", "H", "H", "H", "H", "O", "H", "H", "O", "H", "H", "O", "C"], "coordinates": [[1.76206, 0.76033, 0.08814], [-0.59163, 0.05577, -0.50292], [-2.30447, -0.45747, -0.54983], [-3.11474, 0.61414, -2.01169], [-4.47951, 0.39974, -2.23576], [-5.15782, 1.04854, -3.24951], [-4.47605, 1.93373, -4.07269], [-3.13446, 2.17304, -3.85029], [-2.43674, 1.52809, -2.82394], [-0.66499, 2.02560, -2.57362], [-0.02716, 1.67479, -4.26106], [-0.58284, 0.63406, -5.01070], [-0.01833, 0.24231, -6.21450], [1.11980, 0.87752, -6.68939], [1.70735, 1.88123, -5.93432], [1.15365, 2.25963, -4.71969], [-1.00501, 3.83940, -2.49816], [-0.32822, 4.83407, -3.19572], [-0.59138, 6.17426, -2.94202], [-1.53054, 6.53970, -1.99270], [-2.21911, 5.55572, -1.29573], [-1.94916, 4.22110, -1.53940], [-2.25216, -2.39126, -0.98726], [-3.41704, -2.91077, -1.55403], [-3.54632, -4.26177, -1.82663], [-2.49938, -5.12172, -1.53273], [-1.33209, -4.61931, -0.98471], [-1.18983, -3.25979, -0.70148], [0.38090, -2.65191, 0.05627], [1.55464, -3.88230, -0.65239], [1.75726, -3.81768, -2.03281], [2.65553, -4.66205, -2.66076], [3.37731, -5.58382, -1.91413], [3.19114, -5.65141, -0.54304], [2.28848, -4.80414, 0.08662], [0.17732, -3.25488, 1.77436], [1.25066, -3.05019, 2.64524], [1.18853, -3.47517, 3.96019], [0.03645, -4.08704, 4.43418], [-1.04828, -4.25807, 3.59017], [-0.98367, -3.84279, 2.26748], [-3.11718, 0.02012, 1.19216], [-4.49315, -0.21272, 1.25633], [-5.24166, 0.18346, 2.34940], [-4.62101, 0.84840, 3.39701], [-3.25727, 1.07100, 3.35316], [-2.48384, 0.64402, 2.27115], [-0.65435, 0.86443, 2.35343], [-0.28125, 0.15248, 4.00219], [0.96255, 0.47204, 4.55478], [1.33236, -0.01354, 5.79695], [0.47137, -0.84520, 6.50118], [-0.73734, -1.21431, 5.93403], [-1.10772, -0.73163, 4.68653], [-0.60844, 2.67177, 2.72115], [-0.56707, 3.24570, 3.99021], [-0.48630, 4.62326, 4.13508], [-0.44819, 5.44507, 3.01672], [-0.50890, 4.88519, 1.74823], [-0.58608, 3.50786, 1.60451], [-5.03289, -0.27845, -1.59724], [-6.21524, 0.87157, -3.39426], [-4.99196, 2.43937, -4.87801], [-2.60618, 2.87569, -4.48268], [-1.46451, 0.12029, -4.65228], [-0.47419, -0.55987, -6.78027], [1.55812, 0.57607, -7.63127], [2.60696, 2.36938, -6.28628], [1.66107, 3.00135, -4.11564], [0.38876, 4.57680, -3.96230], [-0.05969, 6.93553, -3.49795], [-1.72737, 7.58508, -1.79596], [-2.96819, 5.82671, -0.56280], [-2.49155, 3.45988, -0.98891], [-4.23898, -2.25010, -1.80332], [-4.45871, -4.64185, -2.26677], [-2.59271, -6.18185, -1.72690], [-0.51604, -5.29447, -0.76226], [1.18104, -3.11798, -2.62823], [2.79136, -4.60695, -3.73306], [4.07588, -6.25110, -2.40058], [3.74326, -6.37326, 0.04478], [2.14847, -4.88058, 1.15670], [2.15040, -2.57660, 2.26611], [2.03402, -3.32716, 4.61985], [-0.01520, -4.41840, 5.46253], [-1.95251, -4.72502, 3.95888], [-1.83423, -4.00317, 1.61890], [-4.99196, -0.72641, 0.44202], [-6.30452, -0.01609, 2.37975], [-5.19883, 1.18390, 4.24802], [-2.77613, 1.57884, 4.17856], [1.63207, 1.12961, 4.00820], [2.28791, 0.26534, 6.22227], [0.74534, -1.20906, 7.48269], [-1.40406, -1.88236, 6.46368], [-2.05113, -1.04245, 4.25763], [-0.58627, 2.62515, 4.87575], [-0.44705, 5.05628, 5.12610], [-0.37577, 6.51860, 3.13061], [-0.48921, 5.51728, 0.87011], [-0.62695, 3.07903, 0.60760], [4.23973, -0.69163, 1.55953], [4.74585, -1.88556, 0.86975], [5.82433, -1.55239, -0.15657], [5.33332, -0.84923, -1.42037], [4.97100, 0.55009, -1.17504], [5.02524, -0.17763, 1.94494], [3.67878, -0.97968, 2.35604], [3.90823, -2.36553, 0.35375], [5.16229, -2.61903, 1.57394], [6.29298, -2.49245, -0.45351], [6.59668, -0.94014, 0.32276], [4.44349, -1.36655, -1.79054], [6.11719, -0.94557, -2.18417], [4.67508, 0.97721, -2.04580], [5.79017, 1.06014, -0.86262], [2.62844, 3.38980, 2.09482], [3.39153, 3.95342, 2.25972], [1.85951, 3.88840, 2.40595], [1.59091, -0.34909, -2.50302], [1.60089, -0.43458, -3.46290], [0.92119, -0.96847, -2.18666], [2.68902, 2.94893, -0.85016], [2.11484, 3.77432, -0.33684]], "mulliken_charge": [1.933, 1.094, 0.044, 0.416, -0.506, -0.964, -1.034, -0.012, -0.605, 1.989, 0.423, -0.370, -0.797, -0.505, -0.857, -0.577, 0.618, -0.622, -0.688, -0.623, -0.764, -0.488, -0.643, -0.307, -0.853, -0.929, -0.065, -0.035, 1.479, 0.377, -0.544, -0.767, -0.669, -0.691, 0.100, 0.439, -0.104, -0.440, -0.741, -0.859, -0.596, -0.291, -0.285, -0.936, -0.935, -0.116, -0.235, 1.223, 0.459, -0.883, -0.762, -0.754, -0.623, -0.539, 0.464, -0.355, -0.890, -0.773, -0.496, -0.227, 0.065, 0.438, 0.445, 0.509, 0.371, 0.457, 0.404, 0.420, 0.386, 0.332, 0.466, 0.390, 0.469, 0.163, 0.273, 0.444, 0.445, 0.575, 0.323, 0.440, 0.394, 0.457, 0.481, 0.027, 0.480, 0.426, 0.416, 0.328, 0.337, 0.455, 0.452, 0.473, 0.582, 0.455, 0.388, 0.472, 0.429, 0.450, 0.432, 0.407, 0.416, 0.215, -0.306, 0.047, -0.965, -0.509, -0.384, 0.246, 0.083, -0.210, 0.364, 0.399, 0.370, 0.193, 0.408, 0.209, 0.214, -0.438, 0.226, 0.296, -0.191, -0.007, -0.057, -0.192, 0.113], "e_homo_ev": -10.1, "lumo_ev": -1.64, "total_charge": 1, "relative_energy_kj_mol": 106.5, "max_force_ev_per_a": 1.4}



[3]
{"formula": "C21H41IrN7OSi4", "method": "ωB97M-V with the def2-TZVPD basis set", "symbols": ["Ir", "C", "C", "C", "C", "C", "H", "H", "H", "H", "H", "C", "Si", "C", "C", "Si", "Si", "C", "C", "C", "Si", "C", "C", "C", "H", "H", "H", "H", "H", "H", "H", "H", "H", "H", "H", "H", "H", "H", "H", "H", "H", "H", "H", "H", "H", "H", "H", "H", "H", "H", "H", "N", "N", "N", "C", "N", "N", "H", "H", "H", "N", "C", "O", "C", "C", "C", "C", "N", "C", "H", "H", "H", "H", "H", "H"], "coordinates": [[-0.08946, -0.03519, -0.12469], [1.94828, -0.25462, 0.77812], [1.69970, -1.28931, -0.15662], [0.66315, -2.11818, 0.35669], [0.24730, -1.60348, 1.58280], [0.98059, -0.39060, 1.80472], [2.71735, 0.49822, 0.71698], [2.31706, -1.53090, -0.99470], [0.28053, -2.99807, -0.12732], [-0.53896, -1.98010, 2.21818], [0.89976, 0.25204, 2.66454], [3.40666, -1.08072, -3.15515], [1.63489, -1.63391, -3.50351], [1.33795, -3.36457, -2.84927], [1.43682, -1.71813, -5.35521], [0.26823, 0.09340, -2.48620], [-2.10558, -0.95827, -1.90494], [-2.02846, -2.71598, -1.31086], [-3.77747, -0.24851, -1.56554], [-1.81030, -0.83550, -3.77237], [0.61710, 1.99081, -3.96527], [-0.21101, 3.63105, -3.72320], [0.09407, 1.37814, -5.65414], [2.47930, 2.16509, -3.77525], [4.02824, -1.98136, -3.14502], [3.60764, -0.53632, -2.23512], [3.76555, -0.45902, -3.97308], [2.19223, -3.95914, -3.18679], [0.44810, -3.82519, -3.28630], [1.28375, -3.46787, -1.77080], [2.09917, -2.52859, -5.68018], [1.76997, -0.81313, -5.86097], [0.43988, -1.97354, -5.71314], [-1.95770, -2.78493, -0.22999], [-1.24076, -3.31755, -1.77431], [-2.98747, -3.16625, -1.59098], [-3.84480, 0.43536, -0.73735], [-4.41557, -1.10726, -1.33861], [-4.17853, 0.23077, -2.46203], [-0.95979, -1.37038, -4.19157], [-1.85578, 0.16694, -4.19742], [-2.70767, -1.36144, -4.12527], [-1.29354, 3.55980, -3.64081], [0.01038, 4.20219, -4.63233], [0.16924, 4.19101, -2.87214], [-0.08306, 0.31328, -5.75984], [0.86939, 1.65736, -6.37179], [-0.81938, 1.89782, -5.95267], [2.89235, 1.83609, -2.82275], [2.70502, 3.23025, -3.87067], [3.00797, 1.63906, -4.57041], [-4.41281, 1.94887, 2.46316], [-3.10226, 1.80708, 2.08951], [-2.10330, 2.39035, 2.71529], [-1.06621, 1.92487, 2.05099], [-1.44644, 1.10162, 1.05829], [-2.76773, 1.02841, 1.12099], [-4.43265, 2.61380, 3.22802], [-4.94413, 2.28298, 1.64697], [-0.05042, 2.20353, 2.26462], [-5.48949, 3.46782, -2.19019], [-4.96568, 3.26517, -0.96811], [-5.57327, 2.70672, -0.06487], [-3.54625, 3.69953, -0.76214], [-3.22684, 4.71489, 0.13483], [-1.89178, 4.97436, 0.38931], [-0.93374, 4.16228, -0.20449], [-1.22880, 3.16772, -1.03952], [-2.50983, 2.98316, -1.34205], [-6.46095, 3.23536, -2.33477], [-5.04416, 4.08191, -2.85039], [-4.00937, 5.28675, 0.61831], [-1.59690, 5.77265, 1.05599], [0.11904, 4.30968, 0.01245], [-2.72920, 2.18540, -2.04646]], "lowdin_spin": [0.600, 0.066, 0.005, 0.034, 0.095, 0.012, 0.007, 0.000, 0.002, 0.005, -0.001, 0.002, 0.002, 0.000, -0.001, 0.060, 0.006, 0.003, 0.001, 0.000, 0.022, 0.002, 0.008, 0.001, 0.000, 0.000, 0.000, 0.000, 0.000, 0.000, 0.000, 0.000, 0.000, 0.000, 0.000, 0.001, 0.000, 0.000, 0.000, 0.000, 0.001, 0.000, 0.000, 0.001, 0.000, 0.000, 0.001, 0.000, 0.000, 0.000, 0.000, 0.002, 0.006, 0.001, 0.011, 0.022, 0.001, 0.000, 0.000, 0.001, 0.000, 0.000, 0.000, 0.000, 0.000, 0.000, 0.001, 0.016, 0.001, 0.000, 0.000, 0.000, 0.000, 0.000, 0.000], "e_homo_ev": [-13.9, -14.2], "lumo_ev": [-6.27, -7.49], "total_charge": 2, "spin_multiplicity": 2, "relative_energy_kj_mol": 151.0, "max_force_ev_per_a": 1.4}



[4]
{"formula": "C21H30N6O2", "method": "ωB97M-V with the def2-TZVPD basis set", "symbols": ["C", "C", "C", "C", "C", "C", "C", "C", "C", "O", "O", "H", "H", "H", "H", "H", "H", "H", "H", "H", "H", "H", "H", "C", "C", "N", "H", "H", "H", "C", "C", "N", "H", "H", "H", "C", "C", "N", "H", "H", "H", "C", "C", "N", "H", "H", "H", "C", "C", "N", "H", "H", "H", "C", "C", "N", "H", "H", "H"], "coordinates": [[3.38291, 4.29647, 0.73257], [3.14840, 3.10688, 0.54002], [2.93529, 1.60953, 0.06836], [1.63979, 0.98305, 0.74237], [0.35015, 1.51666, -0.02422], [-0.91070, 1.77061, 0.95104], [-1.20725, 3.32456, 1.07126], [-2.63107, 3.55341, 0.34454], [-2.80135, 2.12928, -0.37200], [-3.46450, 1.85485, -1.35590], [-2.08128, 1.12615, 0.33812], [3.68318, 5.36398, 0.54565], [2.73203, 1.62916, -1.05368], [3.89190, 1.04173, 0.28306], [1.59673, 1.09577, 1.86762], [1.68876, -0.14322, 0.54809], [0.06115, 0.72473, -0.77926], [0.53124, 2.49872, -0.56003], [-0.78737, 1.17303, 1.90860], [-0.50690, 4.05767, 0.57780], [-1.33960, 3.69648, 2.14282], [-2.48007, 4.25140, -0.53948], [-3.51562, 3.81525, 1.00930], [-3.55226, -1.43420, 1.59785], [-3.32903, -1.88619, 2.96921], [-3.15355, -2.24630, 4.04602], [-2.68339, -0.90272, 1.20412], [-3.75211, -2.27205, 0.92640], [-4.40437, -0.75550, 1.53059], [-0.36805, 4.45197, -3.77137], [-0.45805, 5.05231, -2.44159], [-0.52879, 5.52351, -1.39534], [-0.21917, 3.37196, -3.71340], [-1.27696, 4.62488, -4.35078], [0.46590, 4.86569, -4.34148], [-0.16666, -3.40257, 0.72328], [0.72513, -2.50683, -0.01187], [1.42768, -1.80243, -0.59048], [-0.93205, -2.84845, 1.27051], [-0.68254, -4.09294, 0.05221], [0.37923, -4.00567, 1.45210], [-0.41802, -3.95833, -3.74785], [-0.57061, -5.08044, -2.82235], [-0.69011, -5.95996, -2.09199], [0.19399, -3.16365, -3.31569], [0.06103, -4.26922, -4.67821], [-1.38340, -3.52060, -4.00899], [-1.62243, -5.02119, 6.19172], [-0.62665, -5.19369, 5.13451], [0.15488, -5.32932, 4.30244], [-1.22863, -4.43169, 7.02172], [-2.51247, -4.50742, 5.82245], [-1.94631, -5.98052, 6.60004], [4.89223, -0.10971, -3.06392], [4.80598, 1.34795, -3.15024], [4.73675, 2.49339, -3.21589], [4.00674, -0.53590, -2.58667], [4.98053, -0.56476, -4.05232], [5.75971, -0.42555, -2.48135]], "mulliken_charge": [-0.008, -0.655, -0.343, -0.338, -0.691, 0.432, -0.804, -0.227, 0.321, -0.619, -0.341, 0.355, 0.084, 0.441, 0.435, -0.019, 0.290, 0.098, 0.460, 0.240, 0.360, 0.153, 0.291, -0.473, 0.403, -0.410, -0.124, 0.343, 0.315, -0.900, 0.481, -0.462, 0.254, 0.302, 0.335, -0.424, 0.521, -0.549, -0.019, 0.182, 0.263, -0.726, 0.374, -0.394, 0.204, 0.285, 0.265, -0.727, 0.364, -0.390, 0.249, 0.232, 0.277, -0.627, 0.369, -0.393, 0.112, 0.310, 0.263], "e_homo_ev": -9.7, "lumo_ev": 0.29, "relative_energy_kj_mol": 757.1, "smiles": "C#CCCC[C@H]1CCC(=O)O1.CC#N.CC#N.CC#N.CC#N.CC#N.CC#N", "max_force_ev_per_a": 2.7}